# 1
DFT (ωB97M-V/def2-TZVPD) results for 5 unconnected molecules or ions with the total composition C21H39N2O8.

Last column: Mulliken charge in e.
Positions of all 70 atoms, in Å:
O: -6.82570 0.05951 -2.05601  -0.5448
O: 4.00721 4.70059 0.50788  -0.5732
O: -1.25359 -1.68756 -2.52924  -0.6206
O: 2.79013 6.21768 1.54703  -0.3862
O: -1.09457 -3.54633 -3.70742  -0.3635
O: -6.04738 -1.37448 -0.56365  -0.3664
O: 1.83181 1.31995 3.75604  -0.5961
O: 3.41781 0.24803 2.65750  -0.3769
N: 0.79369 -2.16025 1.82470  -0.0802
N: 2.59926 -5.63706 -0.25105  -0.4763
C: -1.81520 -2.55663 -3.15602  0.7766
C: 1.36127 -3.33065 1.11339  0.3652
C: 2.83437 -5.33932 1.05650  -0.2836
C: 3.45286 2.70954 2.73532  -0.8517
C: -5.73074 1.04280 -0.21234  -0.9531
C: -2.04866 -4.45602 -5.75592  -1.0313
C: 2.89701 6.23313 -0.91021  -1.0735
C: -1.66595 -4.71697 -4.31323  -0.3589
C: 4.48432 0.19261 1.69293  -0.4180
C: -5.19740 -1.71382 0.53695  -0.3410
C: -6.22314 -0.12060 -1.03308  0.7786
C: -5.91631 -1.52981 1.85906  -1.1645
C: 2.82127 1.38853 3.06957  0.7877
C: 0.62426 7.28823 1.24583  -0.9864
C: 1.06029 -3.62705 -0.28912  -0.2865
C: 2.08996 7.46901 1.58689  -0.4079
C: 3.29670 5.67265 0.42856  0.8473
C: -3.29790 -2.50077 -3.40379  -0.6757
C: 2.29596 -4.21906 1.82173  -0.3728
C: 5.82902 0.42510 2.34998  -1.0580
C: 1.72987 -4.79188 -0.86650  -0.2930
H: -6.20594 -0.49026 2.01861  0.2770
H: 2.56964 -4.03151 2.89093  0.3526
H: -2.43028 -5.36517 -6.22280  0.3687
H: 5.98988 -0.29795 3.15218  0.3384
H: -5.28113 -1.84243 2.69021  0.3678
H: -4.94237 -2.76842 0.41572  0.4077
H: 4.29965 0.87812 0.86384  0.4129
H: 2.62792 7.28639 -0.88781  0.3450
H: -2.50021 -5.09780 -3.72096  0.3629
H: -1.18240 -4.10704 -6.32101  0.3222
H: 6.63489 0.32712 1.62123  0.3680
H: 2.66021 3.43983 2.57735  0.2136
H: 2.17478 7.83362 2.61128  0.3357
H: -4.25475 -1.16220 0.49238  0.3452
H: 0.33059 -2.42688 2.70564  0.4348
H: 0.36901 -2.96453 -0.89145  0.2797
H: 4.04483 2.70078 1.82529  0.2897
H: 3.54256 -6.01589 1.60367  0.3395
H: -5.39430 1.82427 -0.89369  0.3115
H: 0.15123 -1.64004 1.20378  0.3975
H: -3.78218 -2.10488 -2.51049  -0.0242
H: 2.57847 8.21225 0.95418  0.3710
H: 0.49028 6.90800 0.23174  0.2742
H: -0.89161 -5.48498 -4.28373  0.3276
H: 0.16490 6.56186 1.91925  0.2946
H: -4.88289 0.80769 0.42774  0.3175
H: -3.49449 -1.83506 -4.24474  0.3038
H: 2.06390 5.65121 -1.30582  0.2633
H: -6.55253 1.42423 0.39445  0.2556
H: 0.08960 8.23535 1.33243  0.3728
H: 3.74810 6.14674 -1.58588  0.3240
H: -2.81174 -3.68053 -5.83646  0.2862
H: 5.89021 1.41626 2.80081  0.2792
H: -6.83414 -2.11995 1.87658  0.3215
H: -3.75156 -3.47072 -3.59174  0.3326
H: 1.51984 -4.99425 -1.94983  0.4077
H: 1.59527 -1.53573 2.06335  0.1707
H: 4.46449 -0.81483 1.27137  0.3587
H: 4.07392 3.02960 3.57290  0.2775

**LUMO energy**: -3.26 eV
**Relative energy (zero: lowest compared OMol25 entry of this formula, charge and spin)**: 0.00 kJ/mol
**Frontier orbital gap**: 8.785 eV
**HOMO**: -12.0 eV
**Charge**: +1

# 2
DFT (ωB97M-V/def2-TZVPD) results for a molecular structure, C21H39N4O4RuS.

Last column: Mulliken charge in e.
Positions of all 70 atoms, in Å:
Ru: 0.16782 0.73984 0.46033  0.8049
S: 0.31172 3.82854 1.50803  -0.2150
O: 1.34372 0.93134 4.44903  -0.7031
O: 1.24932 1.15164 2.24203  -0.3641
O: -1.49688 3.39014 -2.70897  -0.5698
O: -1.00278 3.07784 -0.59257  -0.2997
N: -1.72808 0.13154 -0.97657  1.0431
N: 1.00432 1.10514 -1.75117  1.4055
N: 0.74932 -1.34126 0.65473  0.0885
N: -1.13968 -0.18546 2.30753  1.3353
C: 0.74972 0.96074 3.40043  0.1551
C: -4.11498 -0.33876 -1.27947  -1.7922
C: 3.83592 -0.51316 0.80903  -1.4938
C: -0.16358 2.69904 0.43443  -0.0108
C: -2.97938 -1.14416 0.83363  -1.6840
C: 3.07342 -0.46146 -1.69217  -2.1343
C: 2.48662 0.95934 -1.85967  0.6418
C: -2.79548 -0.86276 -0.69117  0.9288
C: 0.27082 0.08604 -2.51397  -0.9269
C: -1.25928 0.17684 -2.37877  -1.3949
C: -3.14148 1.21874 1.81073  -2.1791
C: 0.66562 2.44254 -2.26787  -0.9410
C: -0.80048 0.75474 3.37333  -0.8222
C: -0.61458 -1.51006 2.68323  -1.4642
C: 0.75692 -1.78896 2.04023  -0.6890
C: 3.17182 1.95124 -0.91397  -2.0517
C: -0.70848 2.99114 -1.90377  0.1824
C: -2.58768 -0.19526 1.99273  0.0179
C: 3.17132 -1.18016 -0.36047  1.9632
C: 3.54562 -2.62746 -0.52817  -1.5738
C: -2.49068 -2.22136 -1.34627  -1.7922
H: -1.13048 0.40554 4.35973  0.3425
H: -4.90878 -1.06756 -1.13967  0.5213
H: 0.51252 0.16454 -3.58557  0.3879
H: -4.04848 -1.31376 0.96683  0.5230
H: 2.74352 1.23584 -2.89637  0.3218
H: 4.10692 -0.35136 -2.05257  0.5514
H: 4.58622 -2.70596 -0.85317  0.4579
H: 0.96202 -2.86366 2.13173  0.5986
H: -1.62158 1.07534 -2.87987  0.2589
H: -2.49168 1.83314 1.18633  0.4246
H: 0.73602 2.45954 -3.36597  0.2777
H: 0.18462 -1.98676 0.10223  0.1562
H: -2.73888 -2.23386 -2.40547  0.5519
H: -0.51288 -1.58476 3.77273  0.4411
H: 1.54362 -1.24906 2.57313  0.4303
H: -3.25908 1.71294 2.77173  0.4631
H: 4.18962 1.62884 -0.72097  0.4462
H: -3.09958 -2.99136 -0.88057  0.4445
H: -1.65828 -0.66846 -2.93867  0.5610
H: -4.41938 0.59184 -0.80857  0.4400
H: 2.63742 2.00894 0.04023  0.3382
H: 0.58802 -0.89656 -2.15647  0.2980
H: 3.23842 2.95104 -1.33737  0.5385
H: 4.79962 -0.08706 0.52013  0.3891
H: -1.21568 1.74384 3.18233  0.4392
H: 1.37682 3.17234 -1.86727  0.4853
H: 4.03282 -1.24496 1.58973  0.4741
H: -3.09948 -0.62406 2.87173  0.5101
H: -2.18458 1.02394 -0.78007  0.3594
H: -1.31018 -2.28806 2.37283  0.4510
H: -4.01848 -0.15556 -2.34777  0.3530
H: -2.50568 -2.10316 1.03173  0.3976
H: -4.12658 1.16684 1.35583  0.4293
H: 2.59632 -1.13106 -2.41087  0.4319
H: 3.23612 0.29084 1.23673  0.2543
H: 2.93832 -3.13376 -1.27647  0.4053
H: 1.78292 -1.34316 0.22043  -0.2682
H: 3.47152 -3.16816 0.41273  0.3967
H: -1.44428 -2.49916 -1.22947  0.2529

**LUMO energy (spin up / spin down)**: -6.41 / -6.42 eV
**Frontier orbital gap (spin up / spin down)**: 3.918 / 3.910 eV
**HOMO (spin up / spin down)**: -10.3 / -10.3 eV
**Charge**: +1

# 3
DFT (ωB97M-V/def2-TZVPD) results for 2 unconnected molecules or ions with the total composition C21H39NO6.

Last column: Mulliken charge in e.
Positions of all 67 atoms, in Å:
O: -0.12538 1.83470 1.23935  -0.2139
O: 3.02484 -0.23897 -2.47790  -0.4951
O: 1.53578 0.30105 0.91770  -0.5490
O: -2.42733 1.74925 1.32159  -0.5398
O: 0.91437 -3.05981 -4.35360  -0.3951
O: 1.82561 3.16484 6.15911  -0.4066
N: -0.41262 1.70640 7.34965  -0.7383
C: -0.63450 1.51485 4.92916  -1.3700
C: -1.16642 1.50643 -0.78961  0.2081
C: -2.17031 1.69789 -1.87044  -0.7229
C: -3.85067 -0.21837 -1.75991  -0.6419
C: 0.75467 0.67940 -2.20873  0.3177
C: -1.39604 1.73795 0.67269  0.3670
C: 0.48657 3.57815 5.97278  -0.7113
C: -2.83344 -2.51835 -1.79463  -1.1848
C: 0.66211 0.98806 0.44451  0.1844
C: 0.28934 -3.36371 -3.12744  0.2145
C: 3.30100 -0.97200 -1.29475  0.2256
C: -2.07196 -2.45250 -3.13720  -0.4201
C: -2.84224 -1.14991 -1.10134  0.2566
C: -0.57290 2.47637 6.11094  0.4846
C: 2.21655 -2.54939 -4.16917  -0.5239
C: 0.08989 1.06434 -0.93651  0.5257
C: 4.44675 -1.93945 -1.54269  -1.4750
C: 2.41090 2.49119 5.06054  -0.5883
C: -1.17798 -3.66297 -3.39106  -1.2413
C: -3.59799 1.26670 -1.53344  -1.0514
C: 2.28182 0.92842 -2.28967  -1.1199
H: 0.54892 1.38014 7.38950  0.3009
H: -0.55584 2.04574 3.97953  0.2391
H: -3.08788 -1.30023 -0.05672  0.3850
H: 3.49094 2.61206 5.14254  0.3034
H: 0.38063 -2.52849 -2.42792  -0.1633
H: -2.80287 -2.35626 -3.93264  0.5147
H: 2.54550 -2.15169 -5.11795  0.3009
H: -1.53946 2.98658 6.16322  0.3888
H: 0.29852 1.27651 -2.98699  0.7607
H: -3.84732 -2.86857 -1.94343  0.3428
H: 2.24640 -1.75754 -3.42082  0.1323
H: 3.57633 -0.27699 -0.51104  0.4935
H: -3.88614 1.57625 -0.54124  0.4589
H: 0.30626 4.31574 6.75895  0.3699
H: -2.29028 -3.21315 -1.16208  0.5141
H: 0.15304 0.76334 4.96648  0.2304
H: 5.01730 -1.66748 -2.41924  0.2934
H: -1.48427 -4.51780 -2.79885  0.4351
H: 2.88462 -3.34196 -3.83265  0.2956
H: 2.08167 2.91467 4.10711  0.2349
H: 2.41854 -1.52678 -0.98361  0.0528
H: -1.25549 -3.95976 -4.42937  0.4117
H: -1.58232 0.97715 4.93349  0.4195
H: -1.47632 -1.54625 -3.15493  0.1795
H: -4.81850 -0.44932 -1.32566  0.3790
H: 2.19438 1.42155 5.08282  0.2193
H: 0.56142 -0.35616 -2.47681  -0.5660
H: 2.59414 1.48277 -1.40358  0.5349
H: -4.25190 1.81513 -2.20560  0.4236
H: -1.83025 1.19945 -2.76879  0.2073
H: -1.82427 -0.78100 -1.16426  -0.3748
H: 0.38484 4.10218 5.01200  0.3624
H: 4.10733 -2.96482 -1.58687  0.3028
H: 5.12747 -1.88060 -0.70122  0.4272
H: 2.48409 1.55861 -3.14478  0.2735
H: -2.19649 2.76453 -2.08456  0.5290
H: -0.50002 2.33008 8.14679  0.2770
H: -3.93007 -0.41869 -2.82348  0.3093
H: 0.79690 -4.21950 -2.67733  0.4052

**LUMO energy**: -0.69 eV
**Relative energy (zero: lowest compared OMol25 entry of this formula, charge and spin)**: 45.80 kJ/mol
**Structure (SMILES)**: CCOCCC1=C(CCCCCCCCOC)C(=O)OC1=O.COC[C@@H](C)N
**Frontier orbital gap**: 8.287 eV
**HOMO**: -9.0 eV
**Charge**: 0

| no. | maximum force (eV Å⁻¹) |
| --- | --- |
| 1 | 4.18 |
| 2 | 3.16 |
| 3 | 2.67 |